# 1
DFT (ωB97M-V with the def2-TZVPD basis set) results for a molecular structure, C35H47CuN2O4S3Si2 at a distorted geometry.

```
! wB97M-V def2-TZVPD RIJCOSX def2/J DEFGRID3
* xyz -1 2
Cu 0.714 1.035 -0.199
C -3.704 6.221 -0.026
Si -2.880 4.806 -0.936
C -1.567 5.554 -2.014
C -4.214 3.931 -1.884
C -2.122 3.697 0.374
C -2.165 4.001 1.726
C -1.466 3.241 2.674
C -0.731 2.169 2.232
N -0.692 1.807 0.937
C -1.351 2.552 0.013
S -1.089 2.014 -1.615
H -4.156 6.912 -0.750
H -2.988 6.791 0.580
H -4.504 5.863 0.637
H -1.925 6.475 -2.492
H -1.246 4.851 -2.787
H -0.687 5.797 -1.406
H -4.695 4.605 -2.605
H -4.981 3.568 -1.188
H -3.807 3.068 -2.420
H -2.744 4.858 2.062
H -1.478 3.496 3.726
H -0.153 1.550 2.914
C 1.909 0.236 1.335
Si 1.684 -1.382 2.090
C -0.119 -1.834 2.462
N -0.966 -1.763 1.257
C -2.257 -1.088 1.388
C -3.336 -1.968 2.027
C -3.297 -3.396 1.429
C -2.446 -3.443 0.160
C -1.014 -3.020 0.489
C 2.525 -1.437 3.798
C 3.440 -0.446 4.175
C 4.043 -0.451 5.432
C 3.742 -1.455 6.346
C 2.836 -2.450 5.997
C 2.239 -2.436 4.740
C 2.478 -2.771 1.102
C 3.428 -2.484 0.113
C 4.068 -3.503 -0.589
C 3.762 -4.832 -0.322
C 2.816 -5.139 0.652
C 2.189 -4.117 1.356
H 2.869 0.292 0.810
H 1.919 1.031 2.091
H -0.475 -1.101 3.202
H -0.215 -2.824 2.947
H -2.581 -0.768 0.391
H -2.117 -0.180 1.971
H -4.312 -1.501 1.856
H -3.179 -2.013 3.108
H -4.307 -3.751 1.219
H -2.861 -4.089 2.156
H -2.880 -2.791 -0.604
H -2.431 -4.459 -0.243
H -0.420 -2.932 -0.429
H -0.553 -3.822 1.076
H 3.683 0.343 3.467
H 4.747 0.331 5.699
H 4.209 -1.461 7.325
H 2.594 -3.236 6.706
H 1.532 -3.227 4.488
H 3.663 -1.448 -0.122
H 4.807 -3.255 -1.344
H 4.258 -5.627 -0.869
H 2.568 -6.175 0.862
H 1.461 -4.377 2.122
C -0.856 -2.894 -3.189
S -1.138 -1.325 -2.358
O -2.619 -1.110 -2.437
C -0.405 -0.375 -3.709
C 0.937 -0.522 -4.061
C 1.436 0.197 -5.137
C 0.611 1.075 -5.834
C -0.710 1.248 -5.444
C -1.226 0.516 -4.378
H -1.331 -2.826 -4.170
H -1.325 -3.669 -2.578
H 0.217 -3.082 -3.280
H 1.589 -1.171 -3.485
H 2.476 0.081 -5.422
H 1.004 1.629 -6.679
H -1.340 1.958 -5.966
H -2.254 0.626 -4.047
C 2.274 2.543 -3.112
S 2.709 1.739 -1.614
O 2.229 2.636 -0.545
O 4.136 1.532 -1.659
O 1.938 0.438 -1.596
H 2.645 3.566 -3.032
H 1.186 2.534 -3.206
H 2.747 2.011 -3.942
*
```

Summary:
* relative energy (zero: lowest compared OMol25 entry of this formula, charge and spin): 0.7728 eV
* LUMO (alpha / beta): 0.0925 / 0.0925 Eh
* highest occupied orbital energy (alpha / beta): -4.555 / -4.992 eV
* energy: -5186.51100 Eh


# 2
DFT (ωB97M-V with the def2-TZVPD basis set) results for a molecular structure, C35H48B3FN8O3 at a distorted geometry.

```
! wB97M-V def2-TZVPD RIJCOSX def2/J DEFGRID3
* xyz 0 1
F 0.383 5.292 1.326
C 0.344 4.220 2.231
C 1.783 3.767 2.601
C 2.143 4.121 4.098
B 1.892 2.863 5.038
O 2.986 2.283 5.764
B 3.273 1.106 5.012
O 2.143 0.286 4.751
B 1.011 0.840 5.418
O 0.651 2.201 5.192
H -0.280 4.454 3.105
H -0.148 3.388 1.701
H 1.923 2.695 2.399
H 2.466 4.376 1.985
H 1.569 5.000 4.462
H 3.226 4.333 4.125
H 4.356 0.874 4.612
H 0.325 0.187 6.132
N -0.811 3.864 -1.528
C -0.332 3.114 -2.565
C -1.287 2.183 -2.888
C -2.386 2.383 -2.014
C -2.063 3.430 -1.188
H -0.322 4.620 -1.080
H 0.642 3.305 -2.982
H -1.205 1.441 -3.667
H -3.309 1.824 -1.992
H -2.614 3.900 -0.391
N -4.595 2.786 3.675
C -4.323 1.451 3.558
C -3.011 1.254 3.905
C -2.471 2.520 4.251
C -3.473 3.445 4.102
H -5.479 3.216 3.480
H -5.084 0.758 3.238
H -2.496 0.307 3.912
H -1.463 2.728 4.574
H -3.485 4.510 4.260
N -1.116 -1.229 -2.302
C -1.594 -2.339 -1.669
C -0.885 -3.422 -2.124
C 0.064 -2.941 -3.067
C -0.103 -1.582 -3.151
H -1.457 -0.292 -2.164
H -2.396 -2.263 -0.952
H -1.030 -4.446 -1.815
H 0.786 -3.523 -3.619
H 0.409 -0.841 -3.741
N 2.043 -4.592 -0.339
C 2.826 -4.024 0.628
C 3.702 -4.979 1.079
C 3.441 -6.169 0.353
C 2.415 -5.900 -0.516
H 1.308 -4.123 -0.844
H 2.693 -2.993 0.911
H 4.447 -4.838 1.844
H 3.948 -7.114 0.456
H 1.917 -6.522 -1.241
N 2.141 8.571 5.212
C 1.440 7.670 4.458
C 1.832 7.814 3.152
C 2.812 8.839 3.118
C 2.983 9.285 4.404
H 2.053 8.690 6.203
H 0.723 7.008 4.914
H 1.458 7.247 2.315
H 3.334 9.208 2.250
H 3.628 10.046 4.811
N -5.817 -1.332 0.726
C -6.546 -2.222 -0.015
C -6.178 -2.078 -1.328
C -5.186 -1.065 -1.379
C -4.982 -0.625 -0.096
H -5.884 -1.216 1.719
H -7.261 -2.877 0.453
H -6.575 -2.638 -2.158
H -4.677 -0.701 -2.258
H -4.318 0.127 0.302
N -0.787 -6.186 -5.082
C -0.404 -6.759 -6.265
C -0.732 -5.893 -7.276
C -1.331 -4.753 -6.679
C -1.348 -4.962 -5.324
H -0.673 -6.600 -4.176
H 0.065 -7.728 -6.285
H -0.560 -6.059 -8.327
H -1.705 -3.879 -7.185
H -1.710 -4.350 -4.516
N 3.737 -4.407 -3.177
C 3.909 -5.484 -4.001
C 4.536 -5.049 -5.141
C 4.754 -3.656 -4.996
C 4.253 -3.290 -3.772
H 3.298 -4.434 -2.271
H 3.572 -6.464 -3.707
H 4.807 -5.663 -5.984
H 5.226 -2.996 -5.706
H 4.218 -2.334 -3.276
*
```

Summary:
* LUMO: 0.0103 Eh
* highest occupied orbital energy: -7.888 eV
* energy: -2200.83128 Eh


# 3
DFT (ωB97M-V with the def2-TZVPD basis set) results for a molecular structure, C35H48BClN14O5Si2Y.

```
! wB97M-V def2-TZVPD RIJCOSX def2/J DEFGRID3
* xyz 0 2
Y 0.022 -1.093 -0.552
C -1.364 1.238 3.168
C -0.456 0.908 2.166
N -1.072 0.344 1.132
N -2.382 0.307 1.442
C -2.579 0.823 2.663
B -3.410 -0.381 0.506
N -3.201 -1.905 0.581
C -3.960 -2.897 1.079
C -3.239 -4.073 1.012
C -2.014 -3.700 0.456
N -1.992 -2.394 0.198
N -3.180 0.099 -0.949
C -4.117 0.588 -1.781
C -3.543 0.774 -3.018
C -2.221 0.353 -2.853
N -2.007 -0.048 -1.603
N -4.807 0.099 0.915
C -5.172 1.387 1.127
C -6.542 1.438 1.193
C -6.942 0.103 0.995
N -5.902 -0.691 0.813
H -1.171 1.701 4.120
H 0.614 1.030 2.149
H -3.557 0.845 3.108
H -4.957 -2.693 1.423
H -3.558 -5.053 1.318
H -1.143 -4.298 0.247
H -5.125 0.753 -1.440
H -4.012 1.140 -3.913
H -1.452 0.281 -3.599
H -4.441 2.176 1.184
H -7.158 2.303 1.366
H -7.937 -0.309 0.976
C 0.088 4.442 2.219
Si 0.124 3.918 0.418
C -1.548 3.300 -0.137
C 0.551 5.441 -0.601
C 1.505 2.672 0.089
C 1.564 2.196 -1.306
C 2.264 2.989 -2.224
C 2.320 2.631 -3.557
C 1.683 1.468 -3.956
C 1.033 0.725 -2.994
N 0.947 1.066 -1.695
Si 3.121 2.662 1.051
C 4.400 1.622 0.173
C 2.903 1.999 2.797
C 3.781 4.420 1.164
H -0.682 5.205 2.350
H 1.038 4.880 2.532
H -0.152 3.617 2.887
H -2.214 4.149 -0.308
H -2.003 2.653 0.613
H -1.483 2.729 -1.067
H -0.180 6.225 -0.384
H 0.510 5.240 -1.673
H 1.540 5.833 -0.360
H 2.748 3.891 -1.873
H 2.855 3.248 -4.267
H 1.694 1.119 -4.978
H 0.562 -0.201 -3.291
H 4.042 0.600 0.051
H 5.324 1.605 0.756
H 4.635 2.021 -0.816
H 2.716 0.923 2.795
H 2.090 2.495 3.330
H 3.822 2.170 3.362
H 3.970 4.835 0.171
H 4.731 4.420 1.704
H 3.102 5.095 1.686
Cl 4.631 -3.767 -1.679
C 4.449 -2.120 -1.027
C 3.052 -1.567 -1.317
O 2.639 -1.564 -2.466
O 2.404 -1.107 -0.295
H 5.183 -1.488 -1.524
H 4.667 -2.165 0.035
C -0.470 -3.751 -6.066
N -0.220 -3.707 -4.634
C 0.200 -4.801 -3.949
C 0.498 -4.744 -2.639
C 0.341 -3.472 -1.996
O 0.629 -3.295 -0.772
N -0.128 -2.406 -2.667
C -0.340 -2.459 -4.009
O -0.602 -1.484 -4.702
H -0.422 -4.787 -6.395
H 0.270 -3.159 -6.602
H -1.455 -3.343 -6.282
H 0.285 -5.711 -4.529
H 0.856 -5.595 -2.084
C 2.777 -2.984 4.844
N 1.691 -2.417 4.081
C 0.299 -2.635 4.382
C -0.368 -2.167 3.087
O -1.561 -2.048 2.976
N 0.613 -1.901 2.137
C 1.776 -2.087 2.766
N 2.954 -1.946 2.173
H 2.458 -3.088 5.879
H 3.642 -2.320 4.845
H 3.079 -3.968 4.473
H -0.052 -2.045 5.229
H 0.065 -3.690 4.553
H 2.932 -1.623 1.190
H 3.804 -2.046 2.694
*
```

Summary:
* relative energy (zero: lowest compared OMol25 entry of this formula, charge and spin): 0.0000 eV
* LUMO (alpha / beta): 0.0120 / -0.0245 Eh
* highest occupied orbital energy (alpha / beta): -8.495 / -8.546 eV
* energy: -3608.14141 Eh


# 4
DFT (ωB97M-V with the def2-TZVPD basis set) results for 6 unconnected molecules or ions with the total composition C35H48BOP2 at a distorted geometry.

```
! wB97M-V def2-TZVPD RIJCOSX def2/J DEFGRID3
* xyz -1 1
C -1.733 -2.432 -4.138
C -0.200 -2.397 -4.280
P 0.583 -2.980 -2.696
C 1.575 -4.512 -3.049
C 0.879 -5.766 -2.464
P 1.900 -1.359 -1.779
B 0.652 -1.012 -0.255
C 0.871 0.260 0.686
O -0.429 -1.818 0.061
H -2.240 -2.201 -5.075
H -2.014 -3.414 -3.769
H -2.026 -1.741 -3.353
H 0.094 -1.373 -4.504
H 0.065 -3.016 -5.138
H 1.696 -4.678 -4.120
H 2.582 -4.443 -2.639
H 1.591 -6.522 -2.136
H 0.301 -5.440 -1.605
H 0.166 -6.139 -3.194
H 2.554 -2.419 -0.956
H 2.914 -1.532 -2.844
H 1.211 -0.273 -2.555
H 2.773 -0.324 -1.149
H 1.076 1.115 0.048
H -0.024 0.435 1.283
H 1.714 0.063 1.347
H -0.684 -1.675 0.986
C -2.342 -8.859 -6.323
C -0.997 -9.201 -6.361
C -0.027 -8.213 -6.272
C -0.401 -6.883 -6.141
C -1.745 -6.541 -6.100
C -2.715 -7.529 -6.194
H -3.099 -9.630 -6.392
H -0.705 -10.240 -6.457
H 1.022 -8.478 -6.302
H 0.354 -6.112 -6.064
H -2.035 -5.504 -5.990
H -3.764 -7.261 -6.162
C 1.417 4.675 2.705
C 0.999 4.089 1.519
C -0.355 3.930 1.263
C -1.292 4.361 2.191
C -0.876 4.951 3.376
C 0.480 5.105 3.635
H 2.474 4.794 2.907
H 1.729 3.751 0.795
H -0.679 3.464 0.342
H -2.349 4.238 1.991
H -1.609 5.286 4.099
H 0.807 5.558 4.564
C -3.166 3.080 5.374
C -3.583 2.492 4.188
C -4.937 2.327 3.934
C -5.876 2.758 4.862
C -5.459 3.349 6.047
C -4.104 3.507 6.304
H -2.110 3.206 5.572
H -2.852 2.162 3.463
H -5.262 1.863 3.012
H -6.932 2.633 4.662
H -6.191 3.686 6.770
H -3.779 3.964 7.231
C 5.459 -2.720 -0.797
C 6.761 -2.680 -1.277
C 7.483 -3.854 -1.452
C 6.900 -5.076 -1.151
C 5.597 -5.119 -0.672
C 4.879 -3.945 -0.494
H 4.892 -1.805 -0.670
H 7.216 -1.727 -1.519
H 8.500 -3.815 -1.825
H 7.459 -5.993 -1.292
H 5.138 -6.073 -0.442
H 3.863 -3.977 -0.127
C -2.282 11.036 4.566
C -1.030 10.950 3.974
C -0.415 9.714 3.825
C -1.056 8.563 4.262
C -2.309 8.649 4.851
C -2.921 9.885 5.006
H -2.760 12.000 4.683
H -0.532 11.847 3.627
H 0.563 9.647 3.366
H -0.580 7.601 4.141
H -2.810 7.751 5.189
H -3.898 9.952 5.468
*
```

Summary:
* LUMO: 0.0758 Eh
* highest occupied orbital energy: -2.628 eV
* energy: -2145.16158 Eh


# 5
DFT (ωB97M-V with the def2-TZVPD basis set) results for 7 unconnected molecules or ions with the total composition C35H48FNO20 at a distorted geometry.

```
! wB97M-V def2-TZVPD RIJCOSX def2/J DEFGRID3
* xyz 0 1
H 2.538 -2.577 -3.599
N 1.662 -2.077 -3.455
C 1.542 -1.703 -2.239
C 2.526 -2.025 -1.141
C 0.326 -0.887 -1.839
C -0.936 -1.401 -2.474
C -1.506 -0.901 -3.597
C -1.011 0.319 -4.327
C -1.526 1.579 -3.646
F -1.060 2.712 -4.313
C -2.744 -1.542 -4.147
O -3.428 -0.968 -4.991
C -3.143 -2.869 -3.620
C -2.574 -3.367 -2.499
C -1.546 -2.585 -1.784
O -1.201 -2.896 -0.648
H 2.485 -1.307 -0.323
H 3.540 -2.047 -1.542
H 2.293 -3.017 -0.742
H 0.215 -0.919 -0.756
H 0.517 0.150 -2.128
H 0.079 0.301 -4.379
H -1.409 0.313 -5.343
H -2.621 1.593 -3.661
H -1.201 1.641 -2.602
H -3.928 -3.390 -4.155
H -2.864 -4.313 -2.055
C -4.698 0.060 1.055
C -5.154 -1.374 0.982
C -4.061 -2.407 1.178
O -4.553 -3.513 0.397
C -5.341 -3.012 -0.581
O -5.705 -3.623 -1.539
O -5.609 -1.710 -0.350
H -3.846 0.220 0.396
H -5.492 0.745 0.760
H -4.391 0.303 2.072
H -5.985 -1.569 1.666
H -3.915 -2.710 2.209
H -3.114 -2.081 0.744
C 1.566 -4.002 3.588
C 0.189 -4.600 3.540
C -0.492 -4.604 2.189
O -1.888 -4.537 2.551
C -1.970 -3.935 3.745
O -2.984 -3.546 4.242
O -0.754 -3.810 4.309
H 1.574 -3.007 3.138
H 1.902 -3.912 4.621
H 2.268 -4.644 3.059
H 0.188 -5.606 3.970
H -0.311 -5.498 1.600
H -0.248 -3.722 1.604
C -1.994 5.858 -3.803
C -1.569 7.258 -3.452
C -0.407 7.812 -4.251
O 0.188 8.733 -3.321
C -0.104 8.307 -2.070
O 0.380 8.745 -1.078
O -1.026 7.322 -2.115
H -1.141 5.180 -3.801
H -2.723 5.489 -3.083
H -2.450 5.843 -4.793
H -2.419 7.948 -3.486
H -0.701 8.342 -5.154
H 0.322 7.040 -4.489
C 2.884 -5.824 8.084
C 3.474 -6.691 7.005
C 4.981 -6.642 6.852
O 5.154 -6.930 5.458
C 4.032 -6.550 4.808
O 3.915 -6.495 3.628
O 3.059 -6.240 5.697
H 3.240 -4.797 7.993
H 1.797 -5.814 8.015
H 3.163 -6.209 9.065
H 3.139 -7.726 7.111
H 5.516 -7.377 7.447
H 5.375 -5.643 7.052
C 6.091 6.877 -6.054
C 4.652 6.502 -6.288
C 3.650 7.639 -6.259
O 2.460 6.977 -5.810
C 2.830 5.896 -5.082
O 2.085 5.247 -4.424
O 4.154 5.676 -5.214
H 6.192 7.471 -5.145
H 6.704 5.984 -5.947
H 6.467 7.454 -6.899
H 4.544 5.929 -7.213
H 3.471 8.103 -7.224
H 3.921 8.401 -5.524
C -1.959 1.453 5.827
C -1.565 0.453 4.774
C -0.080 0.298 4.519
O -0.045 -0.089 3.136
C -1.158 0.396 2.539
O -1.339 0.420 1.364
O -2.012 0.879 3.464
H -1.484 2.419 5.645
H -3.038 1.600 5.828
H -1.660 1.091 6.810
H -2.018 -0.519 4.970
H 0.396 -0.467 5.125
H 0.452 1.247 4.625
*
```

Summary:
* LUMO: -0.0384 Eh
* SMILES string: [H]/N=C(\C)CC1=C(CCF)C(=O)C=CC1=O.C[C@@H]1COC(=O)O1.C[C@@H]1COC(=O)O1.C[C@@H]1COC(=O)O1.C[C@@H]1COC(=O)O1.C[C@@H]1COC(=O)O1.C[C@@H]1COC(=O)O1
* highest occupied orbital energy: -9.650 eV
* energy: -3021.99597 Eh